1.
This record from the OMol25 dataset describes a cluster of 3 separate species, C38H61N4O6PS in total at a distorted geometry. The level of theory is ωB97M-V/def2-TZVPD.

The orbital gap (alpha / beta) comes out at 7.679 / 7.558 eV. As for the expectation value of S²: 2.01. For the LUMO energy (alpha / beta), the calculation gives -0.1 / -0.2 eV.

```
! wB97M-V def2-TZVPD RIJCOSX def2/J DEFGRID3
* xyz 0 3
C 5.273 -2.096 1.655
C 6.584 -2.942 1.215
O 6.875 -3.960 1.883
O 7.290 -2.480 0.073
C 8.733 -2.481 0.308
C 9.416 -1.064 -0.076
C 8.466 0.160 0.351
C 9.018 1.612 -0.054
C 9.391 1.778 -1.612
C 8.244 2.600 -2.421
C 6.922 1.702 -2.539
C 7.127 0.175 -2.823
C 5.844 -0.691 -2.885
C 4.450 -0.066 -2.680
C 4.190 1.468 -2.439
C 5.498 2.342 -2.374
N 2.835 2.018 -2.289
C 2.009 1.276 -1.325
C 1.183 2.040 -0.226
C 0.340 1.211 0.795
C 0.290 -0.336 0.770
C 1.078 -1.123 -0.330
P 1.081 -3.032 -0.436
N 0.115 -3.506 -1.613
O 0.623 -3.690 1.089
O 2.660 -3.641 -0.738
C 1.902 -0.297 -1.346
S 2.899 -1.112 -2.701
H 4.415 -2.767 1.996
H 4.932 -1.551 0.692
H 5.621 -1.356 2.459
H 9.033 -2.716 1.383
H 9.160 -3.333 -0.347
H 10.388 -1.010 0.535
H 9.667 -1.106 -1.188
H 7.384 0.051 -0.003
H 8.421 0.135 1.507
H 9.962 1.811 0.585
H 8.251 2.401 0.293
H 9.699 0.811 -2.129
H 10.324 2.462 -1.641
H 8.582 2.947 -3.452
H 7.970 3.479 -1.719
H 8.137 -0.318 -2.980
H 5.886 -1.828 -3.062
H 5.467 3.463 -2.184
H 2.878 3.025 -2.087
H 1.207 3.190 -0.201
H -0.275 1.733 1.617
H -0.350 -0.872 1.559
H -0.598 -4.094 -1.134
H 0.237 -2.996 1.668
H 3.254 -3.450 0.024
C -4.781 5.191 3.050
C -3.728 5.236 1.916
C -4.320 5.955 0.684
C -5.334 5.107 -0.080
C -4.747 3.745 -0.435
C -4.163 2.997 0.782
N -3.257 3.852 1.606
O -2.078 3.955 0.935
C -5.316 2.449 1.658
C -3.459 1.710 0.274
C -2.602 6.128 2.505
H -5.788 4.963 2.700
H -4.507 4.464 3.820
H -4.869 6.161 3.549
H -3.514 6.233 -0.007
H -4.795 6.892 0.990
H -6.252 4.988 0.504
H -5.624 5.628 -0.998
H -5.520 3.135 -0.914
H -3.966 3.892 -1.191
H -4.934 2.037 2.597
H -5.846 1.641 1.145
H -6.080 3.187 1.892
H -2.674 1.922 -0.457
H -4.170 1.048 -0.229
H -3.016 1.149 1.102
H -2.146 5.658 3.382
H -2.998 7.097 2.819
H -1.812 6.345 1.781
C -3.910 -3.814 -1.659
C -4.311 -3.036 -0.382
C -3.970 -3.877 0.868
C -4.925 -5.046 1.089
C -6.375 -4.569 1.095
C -6.750 -3.740 -0.152
N -5.757 -2.662 -0.448
O -5.964 -1.657 0.448
C -6.896 -4.675 -1.376
C -8.186 -3.186 0.044
C -3.378 -1.798 -0.405
H -4.152 -4.876 -1.616
H -4.379 -3.385 -2.550
H -2.829 -3.778 -1.823
H -3.990 -3.240 1.761
H -2.947 -4.261 0.792
H -4.779 -5.813 0.323
H -4.697 -5.525 2.046
H -7.037 -5.438 1.181
H -6.539 -3.973 2.001
H -7.023 -4.100 -2.298
H -7.776 -5.318 -1.274
H -6.060 -5.359 -1.510
H -8.284 -2.580 0.949
H -8.907 -4.002 0.146
H -8.494 -2.578 -0.812
H -3.585 -1.166 -1.274
H -2.329 -2.102 -0.462
H -3.466 -1.185 0.495
*
```

2.
This record from the OMol25 dataset describes a cluster of 2 separate species, Br2ClFSi in total at a distorted geometry. The level of theory is ωB97M-V/def2-TZVPD.

The orbital gap (alpha / beta) comes out at 8.408 / 5.493 eV. The value obtained for the energy above the lowest of the compared OMol25 structures with the same formula, charge and spin is 342.6 kJ/mol. For the LUMO energy (alpha / beta), the calculation gives -2.1 / -3.3 eV.

```
! wB97M-V def2-TZVPD RIJCOSX def2/J DEFGRID3
* xyz 0 1
F 0.792 -0.769 1.361
Si 0.482 -0.101 -0.056
Cl 1.347 -1.113 -1.506
Br 0.820 2.018 0.243
Br -3.441 -0.035 -0.041
*
```

3.
This record from the OMol25 dataset describes a cluster of 9 separate species, C47H78N11O2 in total at a distorted geometry. The level of theory is ωB97M-V/def2-TZVPD.

The orbital gap comes out at 8.910 eV. For the LUMO energy, the calculation gives -1.9 eV.

```
! wB97M-V def2-TZVPD RIJCOSX def2/J DEFGRID3
* xyz 1 1
C 3.752 -1.919 3.702
C 4.946 -0.851 3.674
C 4.365 0.431 4.423
C 5.211 1.724 4.170
O 4.566 2.870 4.850
N 3.619 3.378 4.030
C 3.826 4.229 2.944
N 5.086 4.781 2.476
C 2.574 4.532 2.271
N 1.679 3.801 3.093
O 0.378 3.861 2.725
C 2.239 3.135 4.130
C 1.559 2.258 5.215
C 0.093 2.712 5.600
C -0.984 2.038 4.670
C -2.389 2.426 4.931
C -3.417 1.842 4.070
C -3.082 0.881 3.018
C -1.690 0.488 2.750
C -0.663 1.110 3.592
H 4.061 -2.923 3.336
H 3.405 -1.932 4.776
H 2.905 -1.464 3.116
H 5.847 -1.257 4.202
H 5.124 -0.628 2.589
H 4.268 0.220 5.524
H 3.355 0.598 3.949
H 5.244 1.881 3.056
H 6.250 1.684 4.578
H 4.799 5.623 1.958
H 5.509 5.172 3.334
H 2.379 5.143 1.369
H 0.298 3.230 1.953
H 1.579 1.160 4.988
H 2.192 2.375 6.143
H 0.057 3.831 5.511
H -0.073 2.398 6.668
H -2.602 3.158 5.746
H -4.469 2.143 4.264
H -3.870 0.412 2.368
H -1.399 -0.223 1.950
H 0.397 0.812 3.388
C 2.884 9.162 5.934
C 1.804 8.119 5.666
C 2.203 7.113 4.582
C 2.452 7.823 3.294
N 2.644 8.375 2.305
H 3.083 9.772 5.051
H 2.570 9.837 6.731
H 3.820 8.687 6.242
H 0.882 8.630 5.374
H 1.592 7.579 6.592
H 1.405 6.382 4.437
H 3.107 6.574 4.875
C 2.481 0.087 -1.652
C 1.381 -0.730 -0.981
C 0.044 0.013 -0.913
C 0.196 1.263 -0.126
N 0.314 2.230 0.479
H 2.702 1.001 -1.095
H 3.405 -0.491 -1.704
H 2.196 0.365 -2.670
H 1.706 -1.000 0.029
H 1.242 -1.661 -1.533
H -0.712 -0.615 -0.438
H -0.307 0.264 -1.916
C 7.298 -4.098 7.625
C 8.026 -4.747 6.453
C 7.497 -4.283 5.092
C 6.059 -4.636 4.956
N 4.949 -4.913 4.851
H 6.238 -4.362 7.636
H 7.725 -4.434 8.570
H 7.380 -3.008 7.583
H 7.933 -5.833 6.534
H 9.090 -4.509 6.519
H 8.057 -4.763 4.287
H 7.610 -3.202 4.985
C -1.634 1.342 -6.939
C -1.982 2.311 -5.814
C -1.482 1.839 -4.447
C -2.102 0.532 -4.098
N -2.580 -0.478 -3.828
H -2.110 0.369 -6.792
H -1.983 1.733 -7.897
H -0.551 1.190 -7.007
H -3.067 2.448 -5.784
H -1.542 3.287 -6.035
H -1.741 2.569 -3.677
H -0.395 1.726 -4.455
C -6.623 -1.455 -1.061
C -7.333 -0.106 -1.040
C -6.560 0.957 -0.255
C -6.400 0.528 1.160
N -6.276 0.191 2.252
H -6.522 -1.871 -0.059
H -7.191 -2.174 -1.653
H -5.625 -1.367 -1.500
H -8.329 -0.234 -0.608
H -7.471 0.241 -2.068
H -7.097 1.908 -0.278
H -5.572 1.115 -0.694
C -0.202 -2.715 -9.150
C 1.301 -2.798 -8.910
C 1.741 -2.085 -7.628
C 1.396 -0.641 -7.704
N 1.125 0.474 -7.763
H -0.531 -1.681 -9.283
H -0.471 -3.258 -10.053
H -0.758 -3.148 -8.316
H 1.823 -2.368 -9.770
H 1.594 -3.849 -8.850
H 2.820 -2.183 -7.493
H 1.249 -2.523 -6.757
C -2.876 -6.274 -13.402
C -3.560 -4.912 -13.350
C -2.761 -3.873 -12.559
C -2.589 -4.324 -11.152
N -2.456 -4.675 -10.067
H -2.769 -6.709 -12.406
H -3.465 -6.972 -13.999
H -1.882 -6.197 -13.852
H -4.552 -5.030 -12.908
H -3.704 -4.547 -14.370
H -3.282 -2.915 -12.562
H -1.776 -3.724 -13.007
C -6.266 -3.219 4.423
C -7.325 -4.288 4.171
C -6.907 -5.302 3.101
C -6.674 -4.610 1.807
N -6.494 -4.070 0.810
H -6.082 -2.617 3.530
H -6.594 -2.538 5.210
H -5.321 -3.670 4.735
H -8.257 -3.801 3.873
H -7.524 -4.820 5.105
H -7.688 -6.051 2.967
H -5.991 -5.817 3.399
*
```

4.
This record from the OMol25 dataset describes a structure of composition C35H26AuClIN4O2P. The level of theory is ωB97M-V/def2-TZVPD.

The orbital gap comes out at 7.996 eV. The value obtained for the energy above the lowest of the compared OMol25 structures with the same formula, charge and spin is 110.5 kJ/mol. For the LUMO energy, the calculation gives -5.4 eV.

```
! wB97M-V def2-TZVPD RIJCOSX def2/J DEFGRID3
* xyz 2 1
Au 0.058 -0.677 -0.281
N 0.813 -3.432 -3.323
C 0.752 -4.345 -2.294
C 0.499 -3.625 -1.174
N 0.404 -2.294 -1.516
C 0.603 -2.201 -2.821
C 0.576 -0.946 -3.557
N 0.205 0.189 -3.011
C 0.333 1.137 -3.989
C 0.783 0.560 -5.142
N 0.936 -0.771 -4.855
H 0.977 -3.666 -4.288
H 0.894 -5.398 -2.452
H 0.388 -3.964 -0.161
H 0.103 2.172 -3.807
H 1.009 0.965 -6.112
H 1.287 -1.458 -5.500
I -1.215 -1.337 2.552
C -0.678 -0.144 4.185
C -0.141 -0.832 5.242
C 0.032 -0.216 6.493
C -0.437 1.050 6.675
C -1.004 1.777 5.600
C -1.601 3.033 5.871
C -2.206 3.753 4.886
C -2.073 3.314 3.560
C -1.461 2.115 3.230
P -1.136 2.063 1.461
C -0.769 3.741 0.984
C 0.206 4.436 1.710
C 0.563 5.715 1.328
C -0.058 6.310 0.234
C -1.035 5.629 -0.475
C -1.393 4.340 -0.107
C -2.455 1.386 0.488
C -2.235 1.159 -0.876
C -3.255 0.635 -1.651
C -4.488 0.353 -1.075
C -4.707 0.588 0.276
C -3.690 1.103 1.064
C -1.036 1.230 4.285
H 0.110 -1.878 5.129
H 0.467 -0.775 7.310
H -0.407 1.517 7.651
H -1.593 3.393 6.892
H -2.710 4.685 5.098
H -2.426 3.974 2.780
H 0.674 3.986 2.579
H 1.315 6.255 1.887
H 0.215 7.316 -0.057
H -1.528 6.102 -1.313
H -2.165 3.820 -0.656
H -1.276 1.385 -1.333
H -3.091 0.456 -2.705
H -5.285 -0.051 -1.684
H -5.668 0.364 0.719
H -3.855 1.275 2.121
Cl 5.653 2.213 4.797
C 4.436 2.111 3.593
C 3.290 1.364 3.845
C 2.306 1.289 2.880
C 2.472 1.957 1.665
C 3.637 2.692 1.415
C 4.617 2.773 2.381
C 1.473 1.938 0.608
O 1.493 2.278 -0.515
O 0.198 1.222 1.062
H 3.182 0.849 4.789
H 1.422 0.699 3.064
H 3.757 3.199 0.467
H 5.520 3.340 2.210
*
```

5.
This record from the OMol25 dataset describes a structure of composition C16H30MoN2OP2S at a distorted geometry. The level of theory is ωB97M-V/def2-TZVPD.

The orbital gap (alpha / beta) comes out at 6.558 / 6.560 eV. For the LUMO energy (alpha / beta), the calculation gives -8.3 / -8.3 eV.

```
! wB97M-V def2-TZVPD RIJCOSX def2/J DEFGRID3
* xyz 2 1
Mo -0.464 0.421 0.554
P -0.590 1.652 -1.512
P 1.029 -1.056 1.878
N -1.045 -1.034 -0.307
H 0.645 1.593 -0.054
C 0.484 1.297 -2.905
H 0.419 2.187 -3.539
H 0.145 0.423 -3.464
H 1.488 1.126 -2.536
C -0.731 3.464 -1.356
H -0.780 3.863 -2.390
H 0.160 3.827 -0.825
H -1.633 3.736 -0.780
C -2.210 1.277 -2.355
H -2.325 2.052 -3.147
H -3.053 1.320 -1.644
H -2.150 0.279 -2.824
C 2.375 -2.233 1.544
H 2.410 -2.887 2.426
H 3.313 -1.671 1.438
H 2.162 -2.803 0.624
C 1.481 -0.255 3.479
H 1.935 -0.996 4.165
H 0.554 0.180 3.897
H 2.194 0.559 3.267
C -0.279 -2.255 2.442
H 0.139 -2.863 3.270
H -0.565 -2.901 1.589
H -1.161 -1.676 2.770
C -1.942 -1.939 -0.790
C -2.365 -3.812 -2.251
C -1.514 -2.791 -1.826
C -3.248 -2.087 -0.213
C -4.051 -3.096 -0.659
C -3.637 -3.946 -1.671
H -1.991 -4.475 -2.981
H -0.453 -2.606 -2.101
H -3.441 -1.376 0.669
H -5.026 -3.226 -0.163
H -4.268 -4.753 -1.993
C 2.920 1.395 0.411
O 2.509 0.186 0.353
C 3.342 2.178 -0.799
H 3.292 3.196 -0.447
H 2.693 2.083 -1.675
H 4.367 1.937 -1.046
C 2.936 2.266 1.633
H 3.682 1.882 2.353
H 1.931 2.420 2.085
H 3.358 3.244 1.337
S -2.170 1.283 1.589
C -0.764 2.267 2.017
N -0.104 3.146 2.463
*
```

6.
This record from the OMol25 dataset describes a structure of composition C22H38EuP2 at a distorted geometry. The level of theory is ωB97M-V/def2-TZVPD.

The orbital gap (alpha / beta) comes out at 4.165 / 3.969 eV. The value obtained for the energy above the lowest of the compared OMol25 structures with the same formula, charge and spin is 159.3 kJ/mol. As for the expectation value of S²: 15.79. For the LUMO energy (alpha / beta), the calculation gives -0.1 / -0.3 eV.

```
! wB97M-V def2-TZVPD RIJCOSX def2/J DEFGRID3
* xyz 0 8
P -0.179 -2.265 0.612
P -0.771 2.151 0.264
C -1.175 -0.702 0.310
C -0.864 0.494 -0.617
H -1.312 -0.283 1.315
H -2.116 -1.186 -0.055
H -0.112 0.181 -1.376
H -1.727 0.624 -1.287
C -2.377 2.834 -0.387
H -2.902 3.226 0.499
H -3.036 2.097 -0.875
H -2.184 3.672 -1.072
C 0.446 3.222 -0.643
H 0.077 3.515 -1.635
H 1.517 2.917 -0.710
H 0.477 4.146 -0.043
C -1.070 -3.626 -0.145
H -1.028 -4.419 0.608
H -0.546 -3.947 -1.054
H -2.108 -3.392 -0.379
C 1.520 -2.696 0.211
H 2.070 -1.818 -0.148
H 1.612 -3.497 -0.531
H 2.007 -3.087 1.113
Eu 2.053 0.698 -1.761
C 1.087 1.759 -3.576
C -0.271 1.793 -3.388
C -1.255 0.834 -3.957
C -0.825 -0.654 -4.071
C 0.019 -1.247 -2.997
C 1.389 -1.285 -2.941
C 2.330 -0.589 -3.922
C 1.817 0.773 -4.484
C -0.281 -2.400 2.396
H 1.746 2.560 -3.126
H -0.740 2.752 -3.137
H -1.516 1.131 -4.992
H -2.195 0.904 -3.381
H -1.760 -1.235 -4.068
H -0.358 -0.844 -5.045
H -0.577 -1.832 -2.263
H 1.873 -1.999 -2.231
H 2.456 -1.266 -4.779
H 3.338 -0.474 -3.474
H 2.681 1.331 -4.872
H 1.158 0.560 -5.325
H 0.653 -2.085 2.891
H -0.530 -3.458 2.601
H -1.102 -1.741 2.713
C -0.079 1.342 3.056
C 0.062 0.856 4.371
C -1.060 0.406 5.158
C -0.859 -0.076 6.448
C 0.428 -0.129 6.994
C 1.528 0.336 6.251
C 1.362 0.837 4.969
H -1.085 1.448 2.660
H 0.744 1.803 2.524
H -2.062 0.452 4.719
H -1.706 -0.430 7.026
H 0.587 -0.491 8.011
H 2.534 0.299 6.664
H 2.197 1.198 4.364
*
```